C3H6N2O2 | wB97M-V/def2-TZVPD

Results
HOMO level ... -8.87 eV
Energy relative to the best compared isomer or geometry (same formula, charge and spin) ... 75.3 kcal/mol
Largest force on an atom ... 6.54 eV/A
Multiplicity ... 1
E ... -10281.531 eV
Frontier orbital gap ... 8.5 eV
SMILES ... NCC(=O)C(N)=O

Each line ends with the Löwdin charge.
Cartesian coordinates (Å):
1 C 0.953 -1.108 -0.090  -0.184
2 C -0.569 -0.586 0.025  -0.290
3 C -0.583 0.845 0.481  -0.364
4 N -1.923 1.054 -0.170  0.131
5 N 2.079 -0.201 -0.150  -0.008
6 O -1.451 -1.407 0.293  0.059
7 O 0.268 1.681 0.632  0.094
8 H -2.173 1.909 -0.651  0.092
9 H -2.728 0.466 0.020  0.090
10 H 2.161 0.326 0.720  0.070
11 H 1.934 0.511 -0.867  0.075
12 H 1.098 -1.779 0.761  0.125
13 H 0.934 -1.711 -1.002  0.110